Entry 1:
The following is a quantum chemistry calculation of a structure of composition C9H22LiN2O3Se2, from the OMol25 dataset.

```
39
Properties=species:S:1:pos:R:3:forces:R:3:nbo_charge:R:1
Li 0.156766 1.560567 -1.727374 -0.1 0.1 -0.1 0.933
C 4.599796 1.931199 -1.472653 0.0 -0.1 0.0 -0.830
Se 3.182196 0.957486 -0.623946 -0.2 0.2 0.1 1.416
C 3.594104 1.525279 1.190321 0.1 0.0 0.0 -0.646
C 2.933817 0.620659 2.211750 0.0 0.0 0.1 -0.582
Se 1.015595 0.458802 1.877097 0.0 0.1 -0.1 0.277
C 0.782053 -1.233668 2.791549 -0.1 0.0 0.1 -0.782
H 4.636819 2.931882 -1.051051 0.0 0.0 0.0 0.253
H 4.365472 1.949617 -2.531771 0.0 0.0 0.0 0.285
H 5.521161 1.383418 -1.275863 0.0 0.0 0.0 0.247
H 3.260330 2.561425 1.257219 0.0 0.0 0.0 0.258
H 4.682806 1.509277 1.265236 0.0 0.0 0.1 0.251
H 3.091277 1.027690 3.208686 0.0 0.0 0.0 0.246
H 3.358879 -0.381768 2.177385 0.0 0.0 0.0 0.226
H 1.108146 -1.141601 3.823865 0.0 0.0 0.0 0.235
H 1.325556 -2.026131 2.283696 0.0 0.0 0.0 0.222
H -0.283778 -1.449843 2.778054 0.0 0.0 0.0 0.236
O 1.893404 2.091714 -0.944753 0.4 -0.4 -0.3 -0.598
O 1.809528 1.592619 -2.384333 0.2 0.3 0.2 -0.664
C -0.274378 -1.775540 -1.264179 0.0 -0.1 0.1 -0.410
N -1.607819 -1.475699 -0.764591 0.0 0.0 0.0 -0.439
C -2.138976 -2.413211 0.217831 0.1 0.0 0.0 -0.411
C -2.035898 -0.189226 -0.853158 0.0 0.0 -0.1 0.821
O -1.243942 0.717675 -1.183116 -0.4 -0.1 0.1 -0.830
N -3.336105 0.079628 -0.598159 0.0 0.0 0.1 -0.430
C -3.749390 1.471775 -0.490536 0.0 0.0 0.0 -0.406
C -4.405054 -0.871340 -0.885973 0.0 0.0 0.0 -0.413
H -0.193391 -2.852460 -1.402229 0.0 0.0 0.0 0.214
H 0.497320 -1.447343 -0.560116 0.0 0.0 0.0 0.190
H -0.106299 -1.295901 -2.224546 0.0 0.0 0.0 0.222
H -1.323667 -2.743678 0.865724 0.0 0.0 0.0 0.200
H -2.578160 -3.292300 -0.254564 0.0 0.0 0.0 0.210
H -2.887869 -1.932608 0.839990 0.0 0.0 0.0 0.221
H -2.952311 2.069591 -0.061111 0.0 0.0 0.0 0.225
H -4.619908 1.525273 0.161630 0.0 0.0 0.0 0.211
H -4.014305 1.883707 -1.467065 0.0 0.0 0.0 0.201
H -4.009947 -1.750639 -1.386479 0.0 0.0 0.0 0.220
H -5.119783 -0.395476 -1.558724 0.0 0.0 0.0 0.215
H -4.934049 -1.180848 0.016274 0.0 0.0 0.0 0.205
```
Positions in Å, forces in eV/Å.

energy relative to the best compared isomer or geometry (same formula, charge and spin) = 0.0 kJ/mol
lowest unoccupied orbital energy = -2.80 eV
highest occupied orbital energy = -0.42804 Ha
total charge = +1

***

Entry 2:
The following is a quantum chemistry calculation of a cluster of 2 separate species, C8H14OS2 in total, from the OMol25 dataset.

```
25
Properties=species:S:1:pos:R:3:forces:R:3:nbo_charge:R:1
C -1.399693 -1.012290 1.179964 -1.3 1.4 -0.1 -0.069
C -2.637937 -0.581326 1.192608 -0.2 -3.4 0.4 -0.319
C 2.872442 -0.602789 -0.789571 -1.1 0.3 -1.6 -0.442
C 1.922220 -0.518392 -2.053207 1.4 -1.4 -0.2 -0.541
C 2.872317 0.661730 -0.007990 -0.9 1.1 -0.2 -0.599
C 0.208372 0.582592 -0.597226 0.5 -0.5 3.7 -0.311
C -3.897879 -1.393756 1.606001 -0.3 0.3 1.5 -0.647
C -0.586502 1.785368 -0.641632 -2.9 -1.7 -1.8 -0.733
O 1.219000 1.961043 1.484710 -0.6 2.7 1.7 -0.992
S 0.234419 -0.785405 -1.543429 -0.6 -0.8 -1.0 0.315
S 1.333540 0.608526 1.021060 0.5 -1.7 -3.0 1.255
H -0.920442 -1.855402 1.594574 0.6 -0.8 0.1 0.172
H -3.009826 0.290966 0.821646 0.0 2.9 -1.1 0.200
H 2.479811 -1.384148 -0.177770 0.1 -1.0 0.4 0.209
H 3.839303 -0.815643 -1.142576 1.4 -0.6 -0.3 0.220
H 1.994937 0.494704 -2.509510 0.2 -0.9 -0.2 0.217
H 2.136580 -1.411983 -2.759248 -0.1 1.8 0.8 0.235
H 3.751137 0.924763 0.590698 -0.2 -0.5 0.2 0.236
H 2.713474 1.501755 -0.715761 0.1 -0.1 0.6 0.213
H -4.831092 -0.821661 1.361222 0.8 -0.8 -0.6 0.217
H -3.936544 -2.487115 1.331565 0.1 1.4 0.2 0.227
H -3.966456 -1.276469 2.714485 0.3 -0.7 -0.5 0.221
H -0.776865 1.965665 -1.731066 0.1 0.5 1.0 0.229
H -0.019792 2.464184 -0.124092 1.1 2.5 0.9 0.260
H -1.594524 1.705083 -0.105456 1.1 0.0 -0.7 0.227
```
Positions in Å, forces in eV/Å.

energy relative to the best compared isomer or geometry (same formula, charge and spin) = 471.5 kJ/mol
lowest unoccupied orbital energy (alpha / beta) = -0.21 / -0.06 eV
highest occupied orbital energy (alpha / beta) = -0.30757 / -0.27454 Ha
total charge = 0